Density functional theory data (ωB97M-V/def2-TZVPD) for a structure of composition C34H40InN6O6PS.

The geometry in XYZ format:
```
89
Properties=species:S:1:pos:R:3:forces:R:3
In 1.009787 0.151434 -0.246823 0.564 0.277 -0.576
O 1.311160 -1.074601 1.394090 -0.034 -0.128 0.120
C 1.882732 -0.818821 2.561312 -0.042 0.112 0.124
C 1.593867 -1.687825 3.629498 -0.016 0.047 -0.035
C 2.106955 -1.478150 4.890676 -0.017 -0.047 0.024
C 2.949481 -0.398259 5.148738 0.019 0.053 0.009
C 3.290339 0.432187 4.104442 -0.013 0.011 -0.015
C 2.787689 0.246024 2.809005 0.007 -0.100 -0.011
C 3.343267 1.079509 1.758035 -0.080 -0.064 -0.070
N 2.946702 1.024036 0.545411 -0.052 0.097 0.120
N 3.623964 1.767547 -0.395773 0.044 -0.017 -0.100
C 3.312136 1.337323 -1.598031 -0.001 0.011 0.119
O 2.498587 0.372683 -1.852277 -0.015 -0.041 -0.107
C 3.957555 2.027239 -2.747909 -0.013 0.011 -0.022
C 4.623156 3.237758 -2.574867 0.032 -0.005 0.006
C 5.202544 3.873077 -3.660926 0.001 0.006 0.002
C 5.127378 3.302869 -4.925174 0.004 -0.005 -0.013
C 4.464695 2.096492 -5.100808 0.009 0.006 -0.021
C 3.876315 1.463288 -4.016648 -0.030 0.008 0.037
H 0.937349 -2.523732 3.425233 0.003 0.005 0.005
H 1.852776 -2.165981 5.688663 -0.010 0.004 -0.003
H 3.344968 -0.227973 6.140694 0.008 -0.006 -0.003
H 3.977230 1.255191 4.268967 0.011 -0.008 0.003
H 4.181811 1.733314 1.999752 0.022 -0.016 0.004
H 4.675346 3.667846 -1.584464 -0.003 -0.005 0.003
H 5.713667 4.817509 -3.523298 0.000 -0.001 0.003
H 5.583113 3.800314 -5.772106 -0.002 -0.002 -0.001
H 4.403077 1.651156 -6.085804 -0.001 -0.002 0.002
H 3.342770 0.529926 -4.135579 0.002 0.003 -0.004
N -1.877347 3.375123 -1.690765 -0.018 -0.046 -0.039
C -1.136664 2.275779 -1.404151 -0.024 0.109 0.026
S 0.378374 2.559139 -0.639624 -0.068 -0.009 0.194
N -1.686929 1.138019 -1.779577 -0.094 -0.063 0.062
N -0.932496 0.050813 -1.537752 -0.025 -0.146 0.045
C -1.255630 -1.064103 -2.089937 0.070 0.032 -0.079
C -2.451002 -1.230960 -2.950752 -0.040 0.049 -0.034
C -2.312581 -1.593219 -4.287779 0.001 0.023 -0.009
C -3.431171 -1.724528 -5.097562 -0.006 -0.005 -0.004
C -4.696178 -1.502117 -4.574627 -0.002 -0.003 -0.010
C -4.838680 -1.134099 -3.243637 -0.004 0.009 0.007
C -3.721595 -0.988886 -2.438225 0.003 -0.046 0.023
C -0.266320 -2.164293 -1.971929 -0.004 0.020 -0.052
C -0.457267 -3.416553 -2.544149 0.024 -0.010 0.022
C 0.600121 -4.313800 -2.552369 0.000 0.017 0.026
C 1.809810 -3.952114 -1.982412 -0.009 0.027 0.017
C 1.898368 -2.710362 -1.372490 -0.011 -0.108 0.061
N 0.883659 -1.858533 -1.365179 -0.022 -0.061 0.083
H -1.435273 4.275743 -1.641760 0.002 -0.011 0.021
H -2.644281 3.246886 -2.331356 -0.005 0.009 0.011
H -1.325559 -1.754917 -4.704343 0.004 -0.001 0.015
H -3.311889 -1.997919 -6.137835 -0.003 0.004 -0.001
H -5.569859 -1.608170 -5.204490 0.001 -0.002 -0.001
H -5.823592 -0.949238 -2.834616 0.001 -0.004 0.001
H -3.825357 -0.677508 -1.408496 0.001 0.002 0.004
H -1.410966 -3.675489 -2.979273 0.010 0.018 -0.027
H 0.477549 -5.287910 -3.007710 0.000 -0.003 0.001
H 2.664547 -4.612781 -1.991850 -0.009 -0.014 0.007
H 2.798551 -2.382389 -0.867451 0.003 0.006 -0.017
C -1.476470 4.697264 2.038334 -0.015 0.041 -0.029
C -2.411610 3.516853 1.809754 -0.055 0.003 0.055
O -1.803518 2.248160 1.951403 -0.077 -0.064 0.008
C -1.668468 1.768084 3.278268 0.052 0.058 0.075
C -0.406740 2.242952 3.984482 0.030 -0.010 0.009
H -1.906003 5.596383 1.589657 -0.009 0.004 0.022
H -0.514905 4.503453 1.562463 -0.006 -0.004 -0.010
H -1.311371 4.904705 3.094827 0.019 -0.029 0.000
H -2.786251 3.546236 0.786785 0.025 -0.021 -0.017
H -3.280052 3.580400 2.480751 0.004 0.018 -0.014
H -1.630495 0.685516 3.196026 -0.025 -0.031 -0.016
H -2.566811 2.028215 3.856583 0.029 0.027 0.010
H 0.456707 2.101074 3.331708 -0.002 -0.004 -0.003
H -0.240505 1.644903 4.883530 -0.010 -0.003 0.001
H -0.448955 3.290791 4.279168 -0.004 -0.003 -0.018
C -3.998198 -1.374349 1.321824 0.011 -0.032 -0.012
O -3.135094 -2.506317 1.411382 0.056 0.000 0.032
P -1.542253 -2.124167 1.620977 -0.205 0.029 -0.067
O -1.554171 -1.531919 3.121793 0.028 0.052 0.037
C -2.003552 -2.292900 4.243769 -0.033 0.000 -0.006
O -1.038470 -3.631697 1.967627 -0.012 -0.047 -0.035
C -0.319438 -4.357334 0.976129 0.037 -0.004 0.023
H -4.813656 -1.625729 0.645481 -0.009 0.007 0.010
H -3.470855 -0.489434 0.944933 -0.009 0.002 -0.005
H -4.404972 -1.133500 2.305935 0.004 0.015 -0.003
H -2.168386 -1.590011 5.057815 0.010 0.004 -0.001
H -1.244418 -3.019098 4.532564 -0.005 -0.002 0.009
H -2.932599 -2.816147 4.013544 0.007 -0.007 -0.005
H 0.629826 -3.864882 0.758672 -0.007 0.002 -0.013
H -0.901886 -4.462438 0.059483 -0.010 -0.003 0.000
H -0.127163 -5.348049 1.382399 0.007 0.006 0.009
```
Forces are in eV/Å.

relative energy (zero: lowest compared OMol25 entry of this formula, charge and spin)	13.56	kJ/mol
E	-3029.3484	a.u.
multiplicity	1
E_LUMO	-0.02363	Eh

Density functional theory data (ωB97M-V/def2-TZVPD) for a cluster of 2 separate species, C6H15N2S in total.

The geometry in XYZ format:
```
24
Properties=species:S:1:pos:R:3:forces:R:3
C -3.246187 -1.439933 -1.740012 -0.697 0.661 -0.689
C -0.383977 1.271068 1.121826 -0.419 -3.464 -0.576
C 0.270363 -0.116595 0.934246 -0.107 5.681 2.931
C 1.171357 -0.538023 2.033230 2.660 1.369 0.241
C 0.787133 -1.921526 -0.562143 1.261 -3.132 1.360
C 1.596263 3.039940 -0.288068 -0.150 -4.996 2.154
N -0.020743 -0.819184 -0.065944 -1.782 -2.489 -5.928
N -2.078260 -0.976798 -1.837694 1.600 0.547 -0.856
S 0.871876 2.765397 1.415537 1.441 1.690 -1.437
H -3.555357 -1.737492 -0.703470 -0.075 0.147 -1.168
H -3.973176 -1.430837 -2.618047 0.799 -0.460 1.264
H -1.146511 1.615094 0.330602 1.134 -0.623 1.337
H -0.705405 1.261781 2.167680 -0.544 0.459 -0.362
H 0.609234 -1.321400 2.506361 0.459 -0.448 1.083
H 2.283176 -0.786871 1.845946 -1.908 -0.649 -0.670
H 1.487729 0.349115 2.661828 -1.463 -0.912 0.031
H 1.002918 -2.759648 0.285340 -0.182 2.322 -1.580
H 0.347104 -2.618728 -1.310119 -0.598 1.226 0.314
H 1.750819 -1.616185 -1.028665 -0.465 0.066 0.633
H 0.903597 3.537663 -0.888251 -1.083 0.406 -1.218
H 2.480798 3.519105 -0.153895 2.315 2.054 0.396
H 1.990606 1.943773 -0.572614 -1.565 2.136 0.016
H -0.830101 -0.544377 -0.787636 1.215 -0.972 1.821
H -1.613256 -0.675337 -2.746038 -1.841 -0.620 0.901
```
Forces are in eV/Å.

relative energy (zero: lowest compared OMol25 entry of this formula, charge and spin)	99.52	kJ/mol
E	-744.8456	a.u.
net charge	+1
multiplicity	3
E_LUMO (spin up / spin down)	-0.09187 / -0.25121	Eh

Density functional theory data (ωB97M-V/def2-TZVPD) for an isolated molecule of C5H10O.

The geometry in XYZ format:
```
16
Properties=species:S:1:pos:R:3:forces:R:3
C 2.238014 0.027512 -0.388273 0.262 0.122 -0.094
C 1.085949 -0.716415 0.237354 0.036 0.319 -0.415
C -0.231218 -0.414484 -0.529119 -0.258 0.598 -0.727
C -0.930284 0.672110 0.150734 -0.440 -0.030 1.540
C -2.336176 0.353819 0.477318 -0.505 0.322 0.234
O -0.343245 1.694398 0.467216 -0.563 -0.263 0.067
H 1.937222 1.076721 -0.425541 0.333 -0.039 -0.093
H 3.163150 -0.069786 0.182242 0.013 0.009 -0.074
H 2.389506 -0.341414 -1.405725 0.174 0.134 0.040
H 1.286263 -1.796064 0.350406 -0.285 0.333 -0.497
H 0.945677 -0.348163 1.269904 -0.044 -0.064 -0.406
H -0.774832 -1.309751 -0.833414 -0.318 0.306 0.443
H -0.534150 0.406390 -1.374890 2.396 -2.101 -0.411
H -2.194916 -0.090387 1.469187 -0.498 0.025 0.065
H -2.922032 1.260154 0.528403 -0.390 0.058 0.234
H -2.778926 -0.404637 -0.175803 0.086 0.271 0.094
```
Forces are in eV/Å.

relative energy (zero: lowest compared OMol25 entry of this formula, charge and spin)	167.49	kJ/mol
E	-271.6888	a.u.
SMILES	CCCC(C)=O
multiplicity	1
E_LUMO	0.03626	Eh

Density functional theory data (ωB97M-V/def2-TZVPD) for a structure of composition C27H23N4OPPdS.

The geometry in XYZ format:
```
58
Properties=species:S:1:pos:R:3:forces:R:3
Pd 0.013544 0.125908 -0.169407 0.744 1.350 -2.742
C 1.327236 -2.527271 3.451220 -0.030 -0.035 -0.015
C 0.749673 -1.948500 2.193756 0.032 -0.024 0.090
N 0.703280 -0.703011 1.925873 0.018 -0.113 0.039
N 1.211631 0.183253 2.826765 -0.059 0.135 0.186
C 1.777229 1.225469 2.275757 0.050 -0.124 -0.075
N 2.131895 2.235789 3.131299 0.009 0.054 -0.076
S 2.137335 1.427674 0.589873 -0.215 -0.030 0.414
C 0.210919 -2.849299 1.147240 0.002 -0.076 -0.038
C -0.256847 -4.120470 1.473648 -0.024 -0.013 0.022
C -0.768120 -4.930677 0.477477 0.010 -0.006 0.049
C -0.769191 -4.464895 -0.826316 -0.021 -0.058 -0.002
C -0.264142 -3.200552 -1.065310 0.147 0.043 -0.123
N 0.215745 -2.403075 -0.116044 -0.084 0.066 0.284
H 1.869235 -1.753858 3.985377 0.010 0.006 0.009
H 1.998801 -3.358330 3.226511 -0.038 0.003 -0.003
H 0.535041 -2.901753 4.106353 0.025 0.004 -0.021
H 2.173771 2.009920 4.111192 -0.032 -0.022 0.005
H 2.777959 2.919636 2.779834 0.032 -0.058 0.019
H -0.242202 -4.451987 2.502474 0.000 0.001 -0.007
H -1.162449 -5.910430 0.714526 0.010 0.000 0.006
H -1.155939 -5.065696 -1.637578 0.035 0.019 -0.027
H -0.224173 -2.811019 -2.077180 -0.046 0.042 0.008
O -2.350199 -1.018838 -0.559977 -0.891 -0.478 -1.070
C -1.598897 -0.401989 -1.260894 0.567 0.296 2.511
C -1.831023 0.128052 -2.638732 0.214 -0.384 -0.340
C -2.467714 -0.591952 -3.629476 -0.214 -0.119 -0.046
C -2.501243 -0.084573 -4.926213 -0.078 -0.008 0.015
C -1.926957 1.142983 -5.209906 0.005 0.021 0.077
C -1.315850 1.882432 -4.196977 -0.089 0.200 -0.036
C -1.260969 1.364415 -2.918508 0.245 0.053 0.076
P -0.461946 2.044889 -1.425325 -0.846 -0.633 1.096
C -1.908857 2.530147 -0.402327 -0.098 0.087 -0.213
C -3.147510 2.824348 -0.966964 0.037 -0.016 0.017
C -4.251517 3.050530 -0.156588 0.003 0.026 -0.015
C -4.119347 3.000008 1.223174 0.031 -0.003 0.022
C -2.878582 2.742317 1.792159 -0.031 0.035 -0.001
C -1.776974 2.503639 0.985519 0.023 0.204 0.027
C 0.253970 3.643479 -1.878276 0.523 -0.293 -0.133
C 1.401602 3.641543 -2.673344 -0.038 0.031 0.016
C 1.978034 4.837610 -3.067763 0.002 -0.038 -0.012
C 1.418126 6.041488 -2.659384 0.008 0.000 0.024
C 0.288259 6.046371 -1.855354 -0.007 -0.021 -0.003
C -0.294713 4.849828 -1.458174 -0.005 0.015 -0.057
H -2.907838 -1.554033 -3.395669 -0.001 0.018 0.008
H -2.974886 -0.651511 -5.717572 0.028 -0.024 0.024
H -1.950771 1.524739 -6.222340 0.017 0.032 0.017
H -0.881280 2.852724 -4.407834 0.003 -0.019 -0.023
H -3.251918 2.862740 -2.045266 -0.042 -0.036 0.009
H -5.215234 3.261391 -0.602969 0.015 -0.006 -0.004
H -4.981811 3.163202 1.856922 0.005 0.003 -0.009
H -2.768347 2.715701 2.868488 0.006 -0.006 -0.006
H -0.806256 2.326048 1.433622 0.000 -0.133 0.008
H 1.841292 2.696655 -2.973442 0.036 0.026 -0.004
H 2.867796 4.831870 -3.683858 -0.006 -0.002 0.007
H 1.872383 6.977575 -2.958784 -0.012 -0.011 -0.006
H -0.143120 6.985209 -1.532809 0.004 -0.011 0.012
H -1.173857 4.855374 -0.828681 0.009 0.030 0.010
```
Forces are in eV/Å.

relative energy (zero: lowest compared OMol25 entry of this formula, charge and spin)	140.33	kJ/mol
E	-2204.3685	a.u.
multiplicity	1
E_LUMO (spin up / spin down)	-0.00702 / -0.00702	Eh